2 unconnected molecules or ions with the total composition C28H30NO2 at a distorted geometry, computed with ωB97M-V/def2-TZVPD.

XYZ file:
```
61
Properties=species:S:1:pos:R:3:lowdin_charge:R:1
C 2.2669 -3.0181 4.9066 -0.038
O 1.7656 -1.6677 4.7930 -0.068
C 1.6457 -1.1174 3.5616 -0.260
C 1.3867 0.2728 3.5213 0.016
C 1.1742 0.8921 2.3199 -0.005
C 1.2309 0.1770 1.1093 -0.222
C 0.9854 0.9208 -0.1389 0.042
C 1.8423 0.6398 -1.3005 -0.148
C 1.8105 1.4762 -2.4512 0.043
C 2.4967 1.1120 -3.5947 -0.128
C 3.3340 -0.0299 -3.5876 -0.191
O 3.8840 -0.3234 -4.7922 0.024
C 3.3625 0.6812 -5.7553 -0.086
C 2.5305 1.7020 -4.9704 -0.086
C 3.5328 -0.7678 -2.4120 0.040
C 2.8264 -0.3939 -1.2950 0.002
C 1.3819 -1.2246 1.1698 -0.024
C 1.6907 -1.8568 2.3615 0.005
H 2.3307 -3.1649 5.9847 0.101
H 1.5620 -3.7370 4.4632 0.091
H 3.2598 -3.1196 4.4422 0.106
H 1.3631 0.8207 4.4619 0.134
H 0.9471 1.9592 2.2844 0.134
H 0.8877 1.9929 0.0470 0.127
H 1.2576 2.4187 -2.4575 0.121
H 4.2307 1.1239 -6.2593 0.131
H 2.7482 0.1397 -6.4876 0.131
H 1.5272 1.8193 -5.3922 0.129
H 3.0190 2.6834 -4.9910 0.130
H 4.2419 -1.5909 -2.4063 0.133
H 3.0442 -0.9101 -0.3647 0.109
H 1.2855 -1.8276 0.2630 0.133
H 1.9448 -2.9219 2.3736 0.121
C -4.8487 0.1777 0.2948 -0.029
N -3.3994 0.2211 0.4207 -0.097
C -2.7076 1.1162 -0.3153 -0.221
C -1.3433 1.2052 -0.4744 -0.050
C -1.0151 2.2688 -1.4413 -0.228
C -2.3680 2.9143 -1.8577 -0.138
C -3.4761 2.1015 -1.1648 -0.115
C -2.7726 -0.7332 1.2664 -0.235
C -2.7186 -2.0783 0.8742 -0.011
C -2.0870 -3.0149 1.6872 -0.074
C -1.6018 -2.6366 2.9438 -0.088
C -1.7254 -1.3107 3.3686 -0.083
C -2.2983 -0.3572 2.5324 -0.004
H -5.2515 -0.6300 0.9132 0.102
H -5.2896 1.1312 0.6234 0.095
H -5.1443 0.0069 -0.7508 0.092
H -0.6633 0.4735 -0.0282 0.084
H -0.3637 3.0632 -1.0583 0.106
H -0.5579 1.8364 -2.3335 0.090
H -2.4000 3.9619 -1.5328 0.113
H -2.4813 2.8858 -2.9492 0.112
H -4.1244 1.5996 -1.9058 0.123
H -4.1473 2.7364 -0.5617 0.124
H -3.1439 -2.3569 -0.0946 0.126
H -1.9831 -4.0449 1.3447 0.109
H -1.1228 -3.3709 3.5962 0.106
H -1.3697 -1.0139 4.3566 0.112
H -2.3926 0.6881 2.8395 0.128
```

Properties
Charge ... +1
HOMO-LUMO gap ... 0.19554 hartree
Highest occupied orbital energy ... -10.0 eV
Electronic energy ... -1289.8517 Ha

A molecular structure, C28H30O22Pd2 at a distorted geometry, computed with ωB97M-V/def2-TZVPD.

XYZ file:
```
82
Properties=species:S:1:pos:R:3:lowdin_spin:R:1
Pd 3.0450 -0.8064 2.2323 0.861
Pd 1.6027 2.2623 2.7471 0.912
C 0.1997 0.5351 -0.5967 0.002
C 0.0290 -0.0161 0.8148 0.012
O 1.1181 0.2500 1.6535 0.097
H 1.0280 0.0182 -1.0772 0.000
H 0.4683 1.5867 -0.4965 0.001
H -0.7148 0.2809 -1.1363 0.000
H -0.1563 -1.0912 0.6444 0.003
H -0.8826 0.3610 1.2994 0.002
C 3.7751 -0.7457 5.5735 0.004
C 3.6191 0.6667 5.0450 0.013
O 3.1640 0.7616 3.7247 0.081
H 2.8520 -1.3236 5.5032 -0.001
H 4.1402 -0.7534 6.6042 0.000
H 4.5194 -1.2928 4.9850 0.003
H 4.5591 1.2327 5.0963 0.001
H 2.9417 1.1989 5.7277 0.001
C 0.1337 6.2875 -1.1390 0.445
C -0.8720 5.5968 -2.0025 0.036
C -1.5356 4.1961 -1.5102 0.001
O -2.2866 3.6145 -2.2360 -0.001
C -1.1325 3.8266 -0.1289 0.069
C -0.1748 4.4067 0.5995 0.005
C 0.5487 5.6501 0.0279 0.040
O 1.6332 6.0447 0.5458 0.246
O 0.2588 3.9103 1.6967 0.025
O -1.1787 6.0998 -3.0609 0.140
H 0.6304 7.2176 -1.3768 0.018
H -1.5551 2.8872 0.2005 0.003
C 3.2858 0.2590 -2.2677 0.048
C 3.4997 0.7325 -0.9777 -0.005
C 3.3174 2.1578 -0.5789 0.029
O 3.3740 2.6041 0.6081 0.313
C 2.9922 3.0934 -1.5348 0.408
C 2.7963 2.6956 -2.9477 0.038
C 3.0218 1.1441 -3.3392 0.001
O 2.9670 0.9502 -4.5457 -0.003
O 2.2569 3.3658 -3.7997 0.141
O 3.9658 -0.0478 -0.0940 -0.006
H 3.5037 -0.7883 -2.4184 0.002
H 2.7228 4.1275 -1.3616 0.017
C 2.4818 -4.8675 -1.1112 0.000
C 2.5258 -3.5316 -1.8414 0.000
O 2.0309 -3.8077 -3.1673 0.000
C 1.3081 -4.9434 -3.0593 0.000
O 0.6902 -5.4726 -3.9402 0.000
O 1.6446 -5.6530 -1.9531 0.000
H 2.0849 -4.7363 -0.1046 0.000
H 3.4404 -5.3807 -1.0264 0.000
H 3.5073 -3.0916 -1.9965 0.000
H 1.8053 -2.7959 -1.4790 0.000
C -4.0811 1.8604 1.5967 0.000
C -4.8724 0.6127 1.1500 0.000
O -5.2870 0.7937 -0.1662 0.000
C -4.7007 1.9595 -0.6476 0.000
O -4.8240 2.3493 -1.7547 0.000
O -3.9986 2.4982 0.3341 0.000
H -3.0754 1.6171 1.9312 0.000
H -4.6149 2.4496 2.3429 0.000
H -5.6658 0.3248 1.8409 0.000
H -4.1239 -0.1798 1.2471 0.000
C -2.9963 -3.1520 -2.8922 0.000
C -1.6029 -2.5996 -3.0915 0.000
O -1.7128 -1.2106 -3.3378 0.000
C -3.0358 -0.8729 -3.1918 0.000
O -3.5035 0.2311 -3.0506 0.000
O -3.7500 -1.9426 -3.0184 0.000
H -3.0631 -3.5296 -1.8723 0.000
H -3.2797 -3.8602 -3.6634 0.000
H -1.2121 -3.1900 -3.9310 0.000
H -0.8029 -2.7800 -2.3698 0.000
C -1.7059 -3.2257 1.6042 0.000
C -1.1532 -3.4669 3.0007 0.000
O -2.1754 -3.0860 3.8551 0.000
C -2.9654 -2.2013 3.1891 0.000
O -3.7025 -1.4465 3.7444 0.000
O -2.8116 -2.3622 1.8704 0.000
H -2.1802 -4.0575 1.0781 0.000
H -0.9030 -2.8197 0.9883 0.000
H -0.1931 -3.0387 3.2888 -0.001
H -1.0065 -4.5511 2.9010 0.000
```

Properties
Charge ... -2
HOMO-LUMO gap (alpha / beta) ... 0.22319 / 0.20623 hartree
Highest occupied orbital energy (alpha / beta) ... -2.8 / -2.8 eV
Spin multiplicity ... 5
Electronic energy ... -2995.7894 Ha

A molecular structure, C28H30O5PS3Ti at a distorted geometry, computed with ωB97M-V/def2-TZVPD.

XYZ file:
```
68
Properties=species:S:1:pos:R:3:lowdin_charge:R:1
Ti -1.8139 -0.0711 0.0053 0.761
O -3.7646 2.7582 1.3163 -0.253
S -2.6631 1.9210 1.0041 0.182
O -2.4608 1.6308 -0.4854 -0.441
O -2.8417 0.4509 1.4422 -0.455
S -0.8727 2.3526 1.6046 0.507
C -2.9660 -3.0542 -2.2022 -0.024
C -3.4465 -2.1278 -1.0824 -0.452
C -4.2732 -0.9495 -1.6128 -0.030
O -2.3344 -1.5976 -0.4143 -0.260
H -3.8081 -3.4591 -2.7537 0.090
H -2.3929 -3.8748 -1.7764 0.083
H -2.3282 -2.4932 -2.8854 0.087
H -4.0433 -2.7064 -0.3533 0.159
H -3.6438 -0.3606 -2.2949 0.094
H -4.5920 -0.3182 -0.7725 0.087
H -5.1581 -1.2976 -2.1433 0.098
C 0.3252 -2.7543 0.5607 -0.196
P -0.1111 -1.1980 1.4460 1.016
C -0.5950 -1.8823 3.0579 -0.344
C 0.3631 -2.3375 3.9595 -0.077
C -0.0403 -2.9674 5.1224 -0.061
C -1.3897 -3.1664 5.3687 -0.062
C -2.3456 -2.7072 4.4769 -0.059
C -1.9510 -2.0538 3.3222 -0.079
C 1.4928 -0.3914 1.7373 -0.409
C 2.6072 -0.6644 0.9463 -0.119
C 3.8040 -0.0167 1.1950 -0.068
C 3.8889 0.9278 2.2044 -0.057
C 2.7694 1.2348 2.9628 -0.054
C 1.5754 0.5760 2.7391 -0.143
H 1.1577 -3.2497 1.0607 0.065
H 0.5657 -2.5374 -0.4805 0.042
H -0.5507 -3.4032 0.5896 0.056
H 1.4131 -2.1997 3.7442 0.111
H 0.6977 -3.3017 5.8356 0.112
H -1.6980 -3.6777 6.2654 0.110
H -3.3948 -2.8518 4.6848 0.112
H -2.6814 -1.6679 2.6151 0.092
H 2.5514 -1.3833 0.1421 0.102
H 4.6733 -0.2542 0.6004 0.114
H 4.8269 1.4220 2.4045 0.111
H 2.8254 1.9900 3.7293 0.114
H 0.7003 0.8117 3.3269 0.085
O -0.3403 0.1582 -1.1125 -0.587
S 0.7503 1.2082 -0.8244 1.065
C 0.1988 2.7315 -1.6006 -0.400
C 0.5296 3.9045 -0.9392 -0.117
C 0.1131 5.1142 -1.4639 -0.046
C -0.6378 5.1373 -2.6285 -0.046
C -0.9586 3.9564 -3.2819 -0.045
C -0.5290 2.7383 -2.7776 -0.054
C 1.9885 0.7659 -2.0699 -0.352
C 1.8564 -0.3707 -2.8490 -0.067
C 2.8613 -0.6964 -3.7477 -0.054
C 3.9869 0.1041 -3.8514 -0.057
C 4.1151 1.2333 -3.0573 -0.052
C 3.1139 1.5689 -2.1623 -0.070
H 1.0864 3.8527 -0.0162 0.098
H 0.3668 6.0317 -0.9563 0.117
H -0.9705 6.0798 -3.0344 0.115
H -1.5417 3.9818 -4.1893 0.115
H -0.7483 1.8086 -3.2850 0.124
H 0.9719 -0.9874 -2.7579 0.107
H 2.7677 -1.5751 -4.3674 0.114
H 4.7591 -0.1516 -4.5600 0.113
H 4.9935 1.8547 -3.1334 0.115
H 3.1906 2.4514 -1.5468 0.117
```

Properties
Charge ... +1
HOMO-LUMO gap ... 0.30898 hartree
Highest occupied orbital energy ... -11.6 eV
Electronic energy ... -3846.4355 Ha

A molecular structure, C28H31BN8PdSi at a distorted geometry, computed with ωB97M-V/def2-TZVPD.

XYZ file:
```
70
Properties=species:S:1:pos:R:3:lowdin_spin:R:1
Pd -0.3084 0.1366 0.1058 0.874
C 2.3610 -1.6151 -1.5838 0.001
C 2.7533 -0.5642 -0.6081 0.010
C 4.0224 -0.1076 -0.2452 0.003
C 3.8004 0.8858 0.6855 0.008
N 2.4780 1.0115 0.8700 -0.002
N 1.8495 0.1266 0.0808 0.043
B 1.7715 2.0039 1.8401 0.000
N 0.8767 2.9263 0.9752 0.007
C 0.6056 4.2450 0.9667 0.009
C -0.2509 4.5175 -0.0792 0.005
C -0.4835 3.2816 -0.6908 0.012
C -1.2780 2.9240 -1.8938 0.001
N 0.2043 2.3522 -0.0367 0.118
N 0.8684 1.1706 2.7873 0.007
C 0.7949 1.2043 4.1289 0.006
C -0.0114 0.1672 4.5497 0.005
C -0.4107 -0.4840 3.3769 0.012
C -1.2398 -1.7009 3.1768 0.001
N 0.1343 0.1457 2.3399 0.117
N 2.8169 2.6672 2.6978 0.000
C 3.2278 3.9368 2.9260 0.000
C 4.1839 3.9090 3.9096 0.000
C 4.3296 2.5467 4.2421 0.000
C 5.2410 1.9390 5.2428 0.000
N 3.5061 1.8334 3.5019 0.000
H 3.2424 -2.0449 -2.0487 0.000
H 1.7267 -1.1867 -2.3612 0.000
H 1.8065 -2.4114 -1.0866 0.000
H 4.9658 -0.4508 -0.6090 0.000
H 4.5072 1.4859 1.2188 0.000
H 1.0068 4.9248 1.6873 0.001
H -0.6575 5.4645 -0.3692 0.001
H -1.0829 3.6181 -2.7082 0.000
H -2.3427 2.9479 -1.6739 0.000
H -1.0018 1.9123 -2.2074 0.001
H 1.3181 1.9362 4.7068 0.001
H -0.2741 -0.0901 5.5548 0.001
H -1.0715 -2.4190 3.9751 0.000
H -0.9775 -2.1615 2.2214 0.001
H -2.2976 -1.4448 3.1610 0.000
H 2.8499 4.7748 2.3809 0.000
H 4.7077 4.7379 4.3404 0.000
H 5.7678 2.7115 5.7950 0.000
H 5.9690 1.2996 4.7480 0.000
H 4.6724 1.3236 5.9359 0.000
C -4.3862 0.7431 -4.4480 -0.006
C -3.2687 -0.0681 -4.3479 0.000
C -2.7034 -0.3308 -3.1114 -0.005
C -3.2643 0.2002 -1.9527 -0.027
C -4.3745 1.0322 -2.0681 -0.010
C -4.9379 1.2935 -3.3039 -0.001
Si -2.6444 -0.2179 -0.1771 -0.135
C -3.2528 -1.9460 0.4086 -0.026
C -4.3631 -1.9852 1.2475 -0.010
C -4.9408 -3.1915 1.5991 -0.001
C -4.4025 -4.3793 1.1355 -0.006
C -3.2797 -4.3533 0.3256 0.000
C -2.7008 -3.1464 -0.0287 -0.005
H -4.8258 0.9399 -5.4140 0.000
H -2.8389 -0.4946 -5.2413 0.000
H -1.8221 -0.9590 -3.0483 0.000
H -4.8234 1.4617 -1.1852 -0.001
H -5.8107 1.9218 -3.3799 0.000
H -3.4221 0.7410 0.7062 -0.011
H -4.8021 -1.0674 1.6087 -0.001
H -5.8154 -3.2103 2.2291 0.000
H -4.8563 -5.3222 1.3988 0.000
H -2.8582 -5.2809 -0.0292 0.000
H -1.8175 -3.1392 -0.6568 0.000
```

Properties
Charge ... +1
HOMO-LUMO gap (alpha / beta) ... 0.20099 / 0.20225 hartree
Highest occupied orbital energy (alpha / beta) ... -11.4 / -11.3 eV
Spin multiplicity ... 2
Electronic energy ... -1965.6780 Ha

A molecular structure, C28H31GaN4O5S at a distorted geometry, computed with ωB97M-V/def2-TZVPD.

XYZ file:
```
70
Properties=species:S:1:pos:R:3:lowdin_charge:R:1
Ga -0.4605 1.0752 -0.2175 0.214
C 2.1470 4.2131 0.8785 -0.077
O 1.6796 5.1944 -0.0275 -0.070
C 0.5171 5.0354 -0.7218 -0.200
C 0.2409 6.0737 -1.5991 -0.005
C -0.8994 6.0800 -2.3906 -0.093
C -1.7880 5.0303 -2.3088 -0.052
C -1.5263 3.9334 -1.4698 -0.150
C -2.5230 2.9127 -1.3278 -0.011
N -2.2897 1.7832 -0.7360 -0.034
N -3.2741 0.9492 -0.3546 0.098
C -2.8434 0.1465 0.5921 -0.439
O -1.6503 0.1969 1.0889 -0.040
C -3.7619 -0.8603 1.1420 -0.150
C -4.9398 -1.2307 0.4930 -0.028
C -5.7424 -2.2209 1.0333 -0.090
C -5.3886 -2.8428 2.2202 -0.096
C -4.2337 -2.4582 2.8821 -0.087
C -3.4223 -1.4796 2.3454 -0.023
C -0.3504 3.9063 -0.6625 -0.264
O -0.0369 2.8819 0.1049 -0.065
H 3.0755 4.6262 1.2908 0.096
H 2.3658 3.2629 0.3746 0.086
H 1.4243 4.0320 1.6866 0.102
H 0.9563 6.8893 -1.6429 0.123
H -1.0880 6.9145 -3.0616 0.104
H -2.7007 5.0247 -2.9017 0.112
H -3.5532 3.1406 -1.6305 0.142
H -5.2167 -0.7360 -0.4394 0.113
H -6.6598 -2.5135 0.5215 0.104
H -6.0200 -3.6309 2.6318 0.104
H -3.9652 -2.9285 3.8286 0.105
H -2.5050 -1.1705 2.8582 0.123
C 2.5800 -4.3423 -1.1663 -0.072
C 1.3289 -4.2700 -0.2973 -0.215
N 0.3847 -3.3126 -0.8523 -0.133
C -0.6269 -3.8720 -1.7297 -0.256
C -1.8620 -4.3102 -0.9520 -0.064
C 0.5379 -2.0040 -0.6002 -0.618
S -0.3886 -0.9130 -1.5818 0.881
N 1.4705 -1.7041 0.2982 0.129
C 1.7364 -0.5380 0.8292 -0.355
O 1.1223 0.5678 0.6507 0.009
C 2.8976 -0.4817 1.7439 -0.124
C 3.2107 0.7326 2.3533 -0.008
C 4.3082 0.8380 3.1869 -0.074
C 5.1028 -0.2713 3.4263 -0.085
C 4.7887 -1.4855 2.8354 -0.082
C 3.6924 -1.5973 1.9995 -0.019
H 3.2722 -5.1000 -0.7804 0.077
H 3.0825 -3.3670 -1.1672 0.073
H 2.3202 -4.6048 -2.2025 0.076
H 1.5926 -3.9615 0.7213 0.109
H 0.8324 -5.2442 -0.2566 0.118
H -0.1786 -4.7425 -2.2371 0.123
H -0.9047 -3.1208 -2.4857 0.067
H -1.6080 -5.0752 -0.2002 0.077
H -2.5983 -4.7366 -1.6432 0.080
H -2.3169 -3.4510 -0.4383 0.073
H 2.5698 1.5942 2.1597 0.111
H 4.5444 1.7983 3.6485 0.109
H 5.9716 -0.1867 4.0787 0.107
H 5.4104 -2.3579 3.0308 0.106
H 3.4389 -2.5499 1.5291 0.105
C 1.6616 1.6020 -3.2926 -0.114
O 0.7315 1.8502 -2.2570 -0.194
H 2.6416 2.0318 -3.0494 0.090
H 1.2980 2.0209 -4.2417 0.090
H 1.7493 0.5143 -3.3912 0.074
H 0.6391 2.8199 -2.1490 0.080
```

Properties
HOMO-LUMO gap ... 0.28084 hartree
Highest occupied orbital energy ... -7.8 eV
Electronic energy ... -4003.8655 Ha

A molecular structure, C28H31IrN3O9PS3, computed with ωB97M-V/def2-TZVPD.

XYZ file:
```
76
Properties=species:S:1:pos:R:3:lowdin_spin:R:1
Ir 0.2277 -0.3095 1.6201 0.005
O -3.2719 -2.1563 -0.6874 0.000
C -3.8058 -0.9683 -1.0244 0.000
C -4.9360 -0.9927 -1.8452 0.000
C -5.5354 0.1831 -2.2493 0.000
C -5.0174 1.4131 -1.8521 0.000
C -3.9043 1.4433 -1.0355 0.000
C -3.2885 0.2684 -0.5974 0.001
C -2.0981 0.3573 0.2819 0.002
O -1.4776 -0.7573 0.5781 0.000
N -1.7409 1.5336 0.7102 0.002
N -0.6164 1.4443 1.5102 0.001
C -0.2159 2.4894 2.1353 0.000
C 0.9159 2.5271 3.0398 0.000
C 1.1061 3.7435 3.7210 0.000
C 2.1142 3.9360 4.6340 0.000
C 2.9896 2.8721 4.8887 0.000
C 2.8427 1.6735 4.2377 0.000
C 1.8119 1.4475 3.2935 0.000
O 1.8013 0.2788 2.7138 0.000
H -2.4676 -1.9686 -0.1496 0.000
H -5.3168 -1.9579 -2.1532 0.000
H -6.4097 0.1428 -2.8882 0.000
H -5.4730 2.3364 -2.1844 0.000
H -3.4711 2.3833 -0.7205 0.000
H -0.7945 3.3963 1.9870 0.000
H 0.4176 4.5536 3.5052 0.000
H 2.2269 4.8847 5.1410 0.000
H 3.7939 2.9922 5.6053 0.000
H 3.5182 0.8479 4.4217 0.000
C 1.5937 -2.0338 -1.5438 0.001
O 0.7603 -0.8882 -1.4483 0.001
H 1.6534 -2.5703 -0.5960 0.000
H 2.6059 -1.7579 -1.8529 0.000
H 1.1438 -2.6879 -2.2929 0.000
C -1.3109 -0.2921 -3.7736 0.015
C -1.9127 0.9460 -4.4096 0.006
C -1.5077 1.1098 -5.8625 0.003
O -1.5898 2.1821 -3.7154 0.111
P -0.3537 2.4021 -2.7184 0.407
S -0.4018 4.1635 -1.9172 0.261
S 1.2748 0.2326 -0.3128 0.045
O 0.8761 2.0758 -3.7189 0.118
C 2.2395 2.0383 -3.2298 0.004
C 2.9050 3.3738 -3.4930 0.003
C 2.9191 0.8896 -3.9450 0.000
H -1.7349 -1.1760 -4.2542 0.000
H -1.5306 -0.3485 -2.7064 0.006
H -0.2290 -0.3182 -3.8936 0.002
H -3.0010 0.8902 -4.3303 0.000
H -0.4250 1.2187 -5.9338 0.000
H -1.9775 1.9928 -6.2963 0.000
H -1.8127 0.2321 -6.4356 0.000
H 2.2136 1.8366 -2.1569 0.000
H 2.8783 3.6018 -4.5610 0.000
H 3.9468 3.3338 -3.1698 0.001
H 2.3983 4.1716 -2.9521 0.001
H 2.9361 1.0722 -5.0220 0.000
H 2.3890 -0.0434 -3.7552 0.000
H 3.9458 0.7825 -3.5916 0.000
O -0.5382 -1.2288 3.6193 0.000
C 0.1536 -2.2317 3.3636 0.000
N 0.7511 -2.3268 2.1635 0.000
S 1.7435 -3.6268 2.0680 0.000
O 1.2749 -4.5614 1.0848 0.000
O 3.1220 -3.2390 2.0221 0.000
C 1.3315 -4.2302 3.6898 0.000
C 1.7804 -5.3665 4.3278 0.000
C 1.3041 -5.6066 5.6122 0.000
C 0.4093 -4.7307 6.2208 0.000
C -0.0340 -3.5915 5.5601 0.000
C 0.4406 -3.3599 4.2831 0.000
H 2.4773 -6.0410 3.8487 0.000
H 1.6356 -6.4868 6.1479 0.000
H 0.0568 -4.9417 7.2221 0.000
H -0.7262 -2.8978 6.0181 0.000
```

Properties
Charge ... -1
HOMO-LUMO gap (alpha / beta) ... 0.25657 / 0.23169 hartree
Highest occupied orbital energy (alpha / beta) ... -4.7 / -4.8 eV
Spin multiplicity ... 2
Electronic energy ... -3567.4282 Ha

Q: Among the records above, which one has the highest electronic energy?
A: C28H30NO2

Q: The highest electronic energy belongs to which entry?
A: C28H30NO2

Q: Which value of electronic energy does entry 2 give?
A: -2995.7894 Ha